(1)
C3H8OS2 | wB97M-V/def2-TZVPD

Computed properties:
**Energy above the lowest of the compared OMol25 structures with the same formula, charge and spin**: 1.0990 eV
**Structure (SMILES)**: C=CO.CSS

```
! wB97M-V def2-TZVPD RIJCOSX def2/J DEFGRID3
* xyz 0 1
C -0.947 -1.130 -1.649
S -1.285 -2.675 -0.806
S -1.625 -1.988 1.149
H -1.097 -1.320 -2.713
H -1.736 -0.421 -1.394
H 0.041 -0.705 -1.501
H -0.529 -1.219 1.150
C 1.268 1.926 0.190
C 1.294 0.879 0.984
O 0.454 0.712 2.054
H 1.908 2.033 -0.683
H 0.627 2.774 0.380
H 2.060 0.114 0.993
H -0.434 1.020 1.846
*
```



(2)
C41H41MnNO10P2SSi | wB97M-V/def2-TZVPD

Computed properties:
**Energy above the lowest of the compared OMol25 structures with the same formula, charge and spin**: 0.0000 eV

```
! wB97M-V def2-TZVPD RIJCOSX def2/J DEFGRID3
* xyz -2 6
Mn 0.406 1.164 -0.209
C 2.779 3.489 2.555
Si 1.673 2.004 2.865
C 1.174 2.018 4.731
C 2.740 0.466 2.885
N 0.342 2.028 1.763
C -0.711 2.889 1.939
C -0.967 3.663 3.101
C -2.105 4.444 3.270
C -3.060 4.535 2.277
C -2.825 3.858 1.080
C -1.692 3.090 0.913
O -1.429 2.453 -0.283
C -2.244 2.681 -1.368
C -3.211 1.750 -1.696
C -3.998 1.957 -2.821
C -3.812 3.088 -3.605
C -2.815 3.998 -3.279
C -2.020 3.794 -2.160
H 3.579 3.570 3.300
H 2.211 4.424 2.542
H 3.240 3.369 1.568
H 1.834 1.329 5.270
H 0.144 1.688 4.902
H 1.290 3.007 5.189
H 3.641 0.687 3.469
H 3.064 0.172 1.889
H 2.225 -0.373 3.362
H -0.236 3.654 3.890
H -2.233 4.996 4.197
H -3.951 5.139 2.399
H -3.527 3.949 0.260
H -3.300 0.861 -1.084
H -4.745 1.221 -3.097
H -4.428 3.251 -4.482
H -2.639 4.859 -3.911
H -1.210 4.468 -1.904
O 1.035 3.528 -5.905
C 0.973 3.108 -4.769
C 1.424 3.832 -3.528
O 1.914 4.946 -3.477
C 1.107 2.938 -2.400
C 0.508 1.745 -2.916
O 0.109 0.839 -2.097
C 0.384 1.786 -4.356
O -0.129 0.964 -5.112
O 1.239 3.147 -1.166
O 3.763 0.861 -2.176
S 3.596 0.139 -0.942
O 4.681 0.243 0.012
O 2.280 0.332 -0.307
C 3.615 -1.587 -1.484
C 4.726 -1.855 -2.291
C 4.903 -3.089 -2.876
C 3.961 -4.084 -2.650
C 2.879 -3.836 -1.833
C 2.674 -2.592 -1.218
P 1.111 -2.359 -0.247
C -0.130 -2.837 -1.527
C -0.630 -1.758 -2.267
C -1.498 -1.966 -3.329
C -1.877 -3.256 -3.672
C -1.403 -4.332 -2.932
C -0.536 -4.126 -1.869
C 1.187 -3.881 0.791
C 0.007 -4.402 1.330
C 0.029 -5.357 2.336
C 1.240 -5.797 2.853
C 2.421 -5.279 2.342
C 2.396 -4.333 1.327
H 5.434 -1.053 -2.459
H 5.759 -3.277 -3.512
H 4.069 -5.053 -3.125
H 2.164 -4.628 -1.657
H -0.325 -0.747 -2.008
H -1.876 -1.117 -3.887
H -2.538 -3.426 -4.514
H -1.711 -5.340 -3.192
H -0.194 -4.974 -1.287
H -0.946 -4.050 0.948
H -0.904 -5.748 2.727
H 1.261 -6.518 3.662
H 3.372 -5.606 2.749
H 3.325 -3.923 0.948
C -3.926 0.371 1.973
P -2.379 -0.552 1.797
C -2.906 -2.279 1.661
C -1.528 -0.322 3.368
O -1.553 -0.128 0.642
H -4.435 0.107 2.903
H -4.579 0.148 1.128
H -3.690 1.438 1.969
H -3.404 -2.642 2.562
H -2.033 -2.895 1.435
H -3.587 -2.344 0.810
H -2.063 -0.774 4.207
H -1.424 0.756 3.517
H -0.526 -0.747 3.274
*
```



(3)
C21H51B2ClIN5O8P2 | wB97M-V/def2-TZVPD

Computed properties:
**Structure (SMILES)**: CB(O)[C@H](C[C@@H](O)CN)O[C@](C[C@H](C)I)(B(O)N(C)C)[C@H](CC=O)OCP(O)Cl.CN(C)P(=O)(N(C)C)N(C)C
**Calculated total energy**: -3196.75432 hartree

```
! wB97M-V def2-TZVPD RIJCOSX def2/J DEFGRID3
* xyz 0 1
C -1.973 5.487 -1.272
B -0.459 5.540 -1.732
O 0.236 6.709 -1.739
C 0.316 4.220 -2.222
C 0.316 4.266 -3.762
C -1.060 4.354 -4.454
O -1.183 5.660 -5.064
C -1.268 3.339 -5.573
N -0.088 3.203 -6.460
O -0.313 3.119 -1.565
C 0.299 1.839 -1.629
C -0.142 0.989 -2.847
C -1.530 0.347 -2.810
C -1.751 -0.356 -4.196
I -3.189 1.694 -2.530
B -0.112 1.117 -0.233
O -0.273 1.942 0.874
N -0.284 -0.322 -0.073
C 0.975 -1.067 0.129
C -1.227 -0.657 1.014
C 1.849 1.831 -1.603
C 2.457 2.581 -0.395
C 3.861 3.038 -0.769
O 4.263 4.105 -0.516
O 2.479 2.217 -2.828
C 3.122 1.174 -3.527
P 4.221 1.952 -4.871
O 5.736 1.490 -4.393
Cl 4.014 4.007 -4.621
H -1.998 5.391 -0.180
H -2.486 4.616 -1.668
H -2.500 6.408 -1.524
H -0.265 7.369 -1.242
H 1.352 4.411 -1.916
H 0.846 5.180 -4.026
H 0.893 3.470 -4.229
H -1.916 4.280 -3.789
H -0.484 5.675 -5.734
H -2.110 3.645 -6.187
H -1.550 2.379 -5.123
H 0.507 2.488 -6.050
H -0.424 2.754 -7.307
H 0.558 0.150 -2.905
H -0.041 1.514 -3.795
H -1.641 -0.434 -2.074
H -2.458 0.225 -4.782
H -2.192 -1.342 -4.079
H -0.818 -0.374 -4.754
H 0.363 1.684 1.555
H 0.747 -1.997 0.641
H 1.769 -0.504 0.635
H 1.360 -1.370 -0.851
H -0.695 -0.778 1.961
H -1.986 0.109 1.132
H -1.775 -1.575 0.801
H 2.126 0.784 -1.434
H 1.903 3.480 -0.142
H 2.539 1.932 0.478
H 4.532 2.329 -1.306
H 3.731 0.525 -2.887
H 2.392 0.604 -4.103
H 5.740 1.451 -3.421
O -1.619 -2.982 3.832
P -1.141 -4.324 4.365
N -2.453 -4.614 5.467
C -2.386 -5.381 6.697
C -3.735 -4.873 4.813
N 0.214 -3.614 5.222
C 0.226 -3.480 6.666
C 0.745 -2.387 4.637
N -0.428 -5.926 4.625
C 1.039 -6.077 4.623
C -0.922 -6.851 3.566
H -2.253 -6.459 6.531
H -3.319 -5.255 7.251
H -1.610 -5.039 7.372
H -3.818 -5.912 4.464
H -3.873 -4.215 3.954
H -4.564 -4.682 5.496
H -0.612 -2.879 7.042
H 1.155 -3.008 6.993
H 0.228 -4.455 7.157
H 0.146 -1.505 4.896
H 0.794 -2.454 3.551
H 1.767 -2.216 4.990
H 1.508 -5.609 3.755
H 1.293 -7.140 4.618
H 1.487 -5.673 5.525
H -0.542 -6.572 2.579
H -2.014 -6.841 3.515
H -0.622 -7.877 3.776
*
```



(4)
C6H8N2O2 | wB97M-V/def2-TZVPD

Computed properties:
**Energy above the lowest of the compared OMol25 structures with the same formula, charge and spin**: 3.9724 eV
**Structure (SMILES)**: [H]/N=C(\C#N)C(C)=O.C=CO

```
! wB97M-V def2-TZVPD RIJCOSX def2/J DEFGRID3
* xyz 0 1
C -1.175 -1.874 -0.933
C 0.096 -1.897 -0.438
C 1.558 2.202 0.774
C 1.295 0.905 0.062
C 0.052 0.150 0.575
O -1.427 -1.578 -2.218
N 0.040 -0.152 1.834
C -1.176 0.646 -0.110
O 1.958 0.488 -0.842
N -2.118 1.127 -0.562
H -2.332 -1.252 -2.328
H -2.030 -2.010 -0.275
H -0.838 0.016 2.319
H 0.907 -1.775 -1.140
H 0.313 -2.532 0.407
H 2.429 2.693 0.347
H 1.756 1.985 1.821
H 0.690 2.861 0.708
*
```